Here is a structure of composition C54H65BN7O4PtS from the Open Molecules 2025 dataset. Energies are from wB97M-V/def2-TZVPD.

Summary:
Frontier orbital gap: 7.46 eV
HOMO level: -10.65 eV
Strongest force on any atom: 1.89 eV/Å

Structure (ORCA input):
```
! RIJCOSX wB97M-V def2-TZVPD def2/J DEFGRID3
* xyz 1 1
Pt 0.387 0.817 0.228
C -0.802 -2.671 -3.557
C -1.214 -1.640 -2.500
C -2.556 -2.043 -1.889
C -1.247 -0.261 -3.126
C -2.267 -0.004 -4.034
C -2.269 1.140 -4.810
C -1.172 1.976 -4.766
C -0.110 1.753 -3.895
C 1.140 2.611 -4.091
C 1.543 2.590 -5.573
C 0.982 4.065 -3.645
C -0.206 0.685 -2.969
N 0.756 0.572 -1.913
C 2.067 0.356 -2.170
O 2.556 0.117 -3.263
C 2.943 0.394 -0.953
C 4.287 0.086 -0.983
C 4.992 0.060 0.216
C 4.324 0.334 1.408
C 2.985 0.653 1.354
N 2.346 0.702 0.190
C 2.168 0.954 2.575
O 2.717 1.079 3.655
N 0.829 1.090 2.357
C -0.048 0.900 3.488
C -0.848 1.949 4.003
C -1.748 1.676 5.027
C -1.846 0.431 5.606
C -0.984 -0.559 5.188
C -0.083 -0.357 4.150
C 0.851 -1.518 3.858
C 0.127 -2.865 3.881
C 1.975 -1.557 4.906
C -0.774 3.428 3.659
C -1.769 3.767 2.552
C 0.627 3.950 3.361
H -0.620 -3.639 -3.085
H 0.106 -2.358 -4.074
H -1.592 -2.798 -4.300
H -0.438 -1.645 -1.739
H -3.335 -2.066 -2.652
H -2.854 -1.358 -1.099
H -2.492 -3.042 -1.461
H -3.054 -0.736 -4.168
H -3.077 1.331 -5.504
H -1.120 2.812 -5.452
H 1.960 2.166 -3.538
H 0.903 3.240 -6.171
H 1.490 1.581 -5.982
H 2.567 2.946 -5.679
H 0.044 4.492 -4.010
H 1.801 4.666 -4.042
H 1.013 4.149 -2.567
H 4.739 -0.133 -1.941
H 6.046 -0.181 0.225
H 4.806 0.317 2.376
H -2.349 2.490 5.416
H -2.544 0.250 6.413
H -1.007 -1.518 5.687
H 1.305 -1.370 2.874
H -0.136 -3.148 4.900
H 0.779 -3.643 3.487
H -0.784 -2.839 3.289
H 1.544 -1.605 5.907
H 2.598 -0.667 4.850
H 2.602 -2.438 4.757
H -1.111 3.941 4.561
H -1.521 3.223 1.649
H -1.751 4.836 2.333
H -2.786 3.497 2.850
H 0.942 3.674 2.364
H 1.357 3.548 4.065
H 0.642 5.039 3.435
N -1.309 3.416 -1.334
C -0.187 3.969 -0.810
N 0.856 3.298 -0.409
C 1.899 4.182 -0.084
C 3.213 3.851 0.234
C 4.122 4.858 0.508
C 3.754 6.200 0.456
C 2.460 6.552 0.116
C 1.556 5.537 -0.154
S -0.084 5.706 -0.707
H -1.213 2.485 -1.717
H -1.926 4.032 -1.834
H 3.536 2.824 0.250
H 5.140 4.595 0.760
H 4.484 6.972 0.651
H 2.167 7.590 0.042
N -1.613 0.957 0.360
C -2.764 0.974 0.446
N -4.046 1.121 0.540
C -4.680 2.365 0.066
C -5.427 2.094 -1.232
C -6.433 0.958 -1.031
C -5.728 -0.304 -0.524
C -4.955 -0.018 0.757
H -3.911 3.128 -0.043
H -5.375 2.687 0.846
H -4.709 1.821 -2.013
H -5.937 3.006 -1.547
H -6.947 0.743 -1.967
H -7.189 1.270 -0.304
H -5.031 -0.659 -1.286
H -6.452 -1.098 -0.335
H -4.371 -0.878 1.082
H -5.634 0.264 1.564
C 1.308 -8.123 -0.181
C 2.113 -6.842 -0.396
C 3.380 -6.916 0.471
C 2.507 -6.758 -1.879
C 1.323 -5.588 -0.025
C 0.003 -5.644 0.426
C -0.735 -4.504 0.744
C -0.102 -3.298 0.591
O -0.584 -2.013 0.810
B 0.449 -1.196 0.445
O 1.584 -1.893 0.082
C 1.208 -3.226 0.156
C 1.944 -4.339 -0.157
H 1.914 -8.979 -0.480
H 0.398 -8.137 -0.782
H 1.039 -8.258 0.869
H 3.926 -7.835 0.258
H 3.119 -6.910 1.531
H 4.049 -6.076 0.282
H 3.031 -7.666 -2.181
H 3.164 -5.910 -2.074
H 1.620 -6.651 -2.506
H -0.481 -6.602 0.542
H -1.752 -4.571 1.106
H 2.966 -4.239 -0.496
*
```